1.
C20H28CoNO2 | wB97M-V/def2-TZVPD

Results
Multiplicity   5
DFT total energy   -2366.66867 Eh
E_HOMO (spin up / spin down)   -8.10 / -9.14 eV
Charge   0

Last column: Löwdin charge in e.
Positions of all 52 atoms, in Å:
O: -0.330 0.132 -2.611  -0.13
C: -0.338 1.361 -3.441  -0.14
C: 0.071 0.649 -4.722  -0.08
H: 0.408 2.102 -3.123  0.11
H: -1.348 1.789 -3.502  0.12
C: 0.027 -0.595 -3.816  -0.60
H: 1.079 0.889 -5.067  0.12
H: -0.682 0.685 -5.513  0.11
C: 1.357 -1.286 -3.725  -0.02
H: 2.080 -0.667 -3.185  0.09
H: 1.682 -1.489 -4.754  0.10
H: 1.224 -2.238 -3.204  0.08
C: -1.072 -1.516 -4.289  -0.03
H: -2.046 -1.016 -4.291  0.09
H: -1.116 -2.406 -3.660  0.08
H: -0.821 -1.827 -5.310  0.09
Co: -0.548 -0.514 2.552  0.61
C: -2.498 -0.761 4.177  -0.10
C: -2.625 0.641 4.135  -0.10
C: -2.644 1.067 2.785  -0.10
H: -2.772 1.284 5.009  0.11
C: -2.557 -0.095 1.936  -0.18
C: -2.453 -1.259 2.821  -0.23
H: -2.539 -2.290 2.504  0.11
H: -2.532 -1.395 5.064  0.11
H: -2.818 2.084 2.443  0.12
H: -2.773 -0.157 0.869  0.11
C: 1.082 -1.947 4.199  -0.08
C: 0.023 -2.432 3.354  -0.19
C: 0.454 -2.246 1.966  -0.20
H: -0.795 -3.080 3.664  0.11
C: 1.766 -1.635 2.014  -0.09
C: 2.134 -1.485 3.380  -0.09
H: 3.111 -1.162 3.740  0.11
H: 1.093 -2.032 5.282  0.11
H: -0.002 -2.731 1.110  0.11
H: 2.406 -1.506 1.150  0.11
O: 2.054 1.147 -1.442  -0.16
C: 1.160 0.534 -0.478  -0.22
C: 0.026 1.526 -0.229  -0.17
H: 1.714 0.393 0.471  0.09
H: 0.839 -0.437 -0.858  0.11
C: 0.772 2.876 -0.311  -0.15
H: -0.414 1.364 0.756  0.04
H: -0.762 1.414 -0.973  0.09
C: 2.136 2.523 -0.930  -0.17
H: 0.903 3.190 0.735  0.09
H: 0.238 3.658 -0.864  0.11
H: 2.881 2.547 -0.113  0.12
H: 2.433 3.219 -1.726  0.11
N: 0.951 2.063 3.131  0.04
C: 0.384 1.062 2.894  -0.31


2.
C20H28CuN4O3S2 | wB97M-V/def2-TZVPD

Results
Multiplicity   2
DFT total energy   -3660.01255 Eh
E_HOMO (spin up / spin down)   -14.25 / -14.24 eV
Energy relative to the best compared isomer or geometry (same formula, charge and spin)   0.00 kcal/mol
Charge   +2

Last column: Löwdin charge in e.
Positions of all 58 atoms, in Å:
Cu: 0.883 -0.853 -0.217  0.59
C: 2.479 -2.998 -4.119  0.03
N: 1.197 -2.909 -3.416  -0.02
C: 0.067 -3.524 -3.860  0.01
C: -1.104 -3.456 -3.183  0.04
C: -1.129 -2.705 -1.975  -0.32
N: -0.022 -2.065 -1.594  0.13
C: 1.139 -2.180 -2.262  -0.48
O: 2.132 -1.601 -1.767  0.01
N: -2.207 -2.590 -1.207  0.22
H: 2.351 -3.558 -5.040  0.10
H: 3.214 -3.497 -3.490  0.11
H: 2.845 -1.999 -4.347  0.11
H: 0.160 -4.078 -4.784  0.15
H: -1.989 -3.954 -3.549  0.13
H: -3.045 -3.105 -1.413  0.14
H: -2.121 -2.097 -0.329  0.11
C: 0.894 -3.468 1.911  -0.09
O: 0.227 -2.272 1.469  -0.18
H: 0.264 -4.025 2.605  0.10
H: 1.849 -3.249 2.389  0.07
H: 1.067 -4.077 1.027  0.09
H: 0.007 -1.728 2.233  0.09
C: 4.117 -0.120 2.694  -0.21
S: 3.498 -0.862 1.177  0.94
C: 4.782 -0.299 0.051  -0.21
O: 2.266 -0.004 0.848  -0.59
H: 4.410 0.913 2.516  0.07
H: 4.966 -0.717 3.029  0.07
H: 3.323 -0.162 3.436  0.07
H: 5.689 -0.861 0.273  0.08
H: 4.943 0.770 0.172  0.08
H: 4.436 -0.525 -0.956  0.05
N: -0.705 0.266 0.224  -0.36
S: -0.672 1.553 1.213  1.11
C: -0.715 3.026 0.180  -0.39
C: -0.135 2.973 -1.078  -0.08
C: -0.134 4.116 -1.865  -0.05
C: -0.692 5.291 -1.384  -0.05
C: -1.246 5.334 -0.112  -0.04
C: -1.257 4.200 0.684  -0.07
C: -2.322 1.617 1.933  -0.41
C: -2.416 1.482 3.309  -0.08
C: -3.671 1.481 3.903  -0.05
C: -4.806 1.614 3.116  -0.04
C: -4.694 1.747 1.736  -0.05
C: -3.447 1.751 1.134  -0.08
H: -1.247 0.444 -0.619  0.03
H: 0.316 2.057 -1.436  0.10
H: 0.310 4.093 -2.851  0.12
H: -0.693 6.179 -2.002  0.12
H: -1.670 6.256 0.262  0.12
H: -1.693 4.231 1.674  0.12
H: -1.519 1.394 3.911  0.11
H: -3.757 1.385 4.976  0.12
H: -5.782 1.627 3.581  0.12
H: -5.581 1.861 1.128  0.12
H: -3.359 1.878 0.061  0.12


3.
C20H28F4N5O4OsS | wB97M-V/def2-TZVPD

Results
Multiplicity   5
DFT total energy   -2240.68166 Eh
E_HOMO (spin up / spin down)   -17.90 / -17.88 eV
Charge   +3

Last column: Löwdin charge in e.
Positions of all 63 atoms, in Å:
Os: -0.249 -0.458 -0.118  1.70
C: -2.146 -1.444 -2.162  -0.06
C: -2.855 -0.224 -1.584  -0.18
N: -2.273 0.206 -0.279  -0.30
C: -3.077 -0.336 0.842  -0.20
C: -2.470 -0.011 2.206  -0.06
C: -2.212 1.695 -0.206  -0.12
C: -1.044 2.235 -1.032  -0.15
N: 0.100 1.380 -0.802  -0.11
C: 1.348 1.773 -1.140  -0.10
C: 2.425 0.901 -0.834  -0.08
F: 2.037 -0.297 -0.246  -0.01
C: 3.753 1.186 -1.104  -0.15
F: 4.682 0.319 -0.783  0.21
C: 4.083 2.390 -1.728  0.21
C: 3.063 3.267 -2.071  -0.16
F: 3.340 4.388 -2.684  0.20
C: 1.720 2.983 -1.790  -0.05
F: 0.792 3.848 -2.165  0.19
H: -2.589 -1.674 -3.130  0.12
H: -2.258 -2.328 -1.531  0.05
H: -1.082 -1.229 -2.353  0.06
H: -3.914 -0.452 -1.444  0.15
H: -2.782 0.599 -2.294  0.13
H: -3.147 -1.419 0.687  0.12
H: -4.090 0.077 0.794  0.16
H: -1.370 -0.097 2.188  0.05
H: -2.858 -0.697 2.953  0.10
H: -2.734 0.983 2.556  0.09
H: -2.053 1.986 0.834  0.13
H: -3.158 2.137 -0.538  0.17
H: -0.846 3.267 -0.720  0.15
H: -1.266 2.272 -2.108  0.15
H: 5.111 2.635 -1.959  0.18
C: -5.502 -5.451 -0.694  -0.12
C: -4.307 -6.329 -0.878  -0.24
S: -2.754 -5.455 -0.358  0.74
O: -2.975 -4.037 -0.152  -0.35
O: -1.705 -5.756 -1.289  -0.28
C: -2.254 -6.128 1.292  -0.14
C: -0.748 -5.922 1.469  -0.10
N: -0.294 -4.691 0.854  0.06
C: -0.586 -3.444 1.267  -0.30
N: -0.205 -2.540 0.352  -0.08
C: 0.374 -3.248 -0.669  -0.06
C: 0.320 -4.580 -0.373  -0.12
N: 0.847 -5.674 -1.181  -0.35
O: 1.084 -5.377 -2.311  0.17
O: 1.003 -6.720 -0.620  0.15
C: -1.177 -3.153 2.586  0.04
H: -6.382 -5.998 -1.053  0.11
H: -5.432 -4.541 -1.285  0.08
H: -5.684 -5.200 0.349  0.09
H: -4.106 -6.589 -1.916  0.11
H: -4.330 -7.228 -0.268  0.11
H: -2.496 -7.188 1.311  0.12
H: -2.864 -5.592 2.017  0.11
H: -0.197 -6.748 1.006  0.13
H: -0.501 -5.906 2.537  0.15
H: 0.824 -2.804 -1.541  0.13
H: -0.903 -3.922 3.307  0.11
H: -2.265 -3.124 2.523  0.10
H: -0.810 -2.200 2.959  0.09


4.
C20H28F6N3O4P2RhS2 | wB97M-V/def2-TZVPD

Results
DFT total energy   -3432.38489 Eh
E_HOMO   -14.83 eV
Energy relative to the best compared isomer or geometry (same formula, charge and spin)   0.00 kcal/mol
Charge   +2

Last column: Löwdin charge in e.
Positions of all 66 atoms, in Å:
Rh: -0.104 -0.107 0.166  0.78
C: 0.775 3.096 0.079  -0.18
P: -0.640 2.055 -0.287  1.01
C: -0.888 2.260 -2.067  -0.39
N: -1.019 3.477 -2.542  0.17
C: -1.111 3.582 -3.884  -0.17
C: -1.270 4.859 -4.472  0.01
C: -1.344 4.962 -5.826  -0.02
C: -1.258 3.811 -6.658  -0.02
C: -1.102 2.568 -6.127  0.01
C: -1.029 2.422 -4.721  -0.17
N: -0.874 1.189 -4.191  0.17
C: -0.825 1.126 -2.879  -0.39
P: -0.566 -0.461 -2.057  0.97
C: 0.939 -1.158 -2.760  -0.18
C: -1.981 -1.602 -2.357  -0.69
C: -1.601 -2.980 -1.806  -0.07
C: -2.264 -1.690 -3.861  -0.06
C: -3.203 -1.065 -1.615  -0.08
C: -2.078 2.626 0.701  -0.68
C: -1.841 2.271 2.173  -0.06
C: -3.363 1.983 0.185  -0.07
C: -2.145 4.157 0.532  -0.06
H: 0.940 3.163 1.151  0.05
H: 0.549 4.087 -0.322  0.08
H: 1.663 2.709 -0.419  0.06
H: -1.328 5.724 -3.825  0.13
H: -1.467 5.932 -6.287  0.13
H: -1.318 3.935 -7.731  0.13
H: -1.034 1.682 -6.741  0.13
H: 0.763 -1.373 -3.816  0.07
H: 1.217 -2.076 -2.243  0.06
H: 1.751 -0.438 -2.672  0.06
H: -0.767 -3.430 -2.343  0.09
H: -2.460 -3.641 -1.924  0.11
H: -1.364 -2.947 -0.741  0.06
H: -1.401 -2.028 -4.433  0.09
H: -2.601 -0.742 -4.272  0.08
H: -3.059 -2.424 -4.006  0.11
H: -3.046 -1.049 -0.531  0.06
H: -4.047 -1.730 -1.802  0.11
H: -3.487 -0.067 -1.954  0.08
H: -1.894 1.198 2.352  0.06
H: -2.626 2.743 2.764  0.11
H: -0.888 2.652 2.546  0.09
H: -3.380 0.908 0.358  0.06
H: -3.530 2.183 -0.875  0.09
H: -4.202 2.413 0.734  0.11
H: -1.313 4.662 1.021  0.09
H: -3.062 4.484 1.025  0.11
H: -2.193 4.467 -0.512  0.08
F: 1.479 -3.512 2.637  0.21
C: 0.378 -3.121 2.049  -0.68
F: 0.592 -2.956 0.727  0.10
F: -0.598 -3.977 2.228  0.21
S: -0.163 -1.467 2.702  0.69
O: -1.374 -1.162 1.944  -0.33
O: -0.143 -1.478 4.107  -0.16
N: 0.908 -0.380 2.038  -0.36
S: 2.312 -0.432 1.293  0.71
O: 1.907 0.146 -0.058  -0.40
O: 3.074 -1.618 1.253  -0.17
C: 3.368 0.871 2.111  -0.68
F: 2.685 1.996 2.237  0.17
F: 3.714 0.409 3.287  0.21
F: 4.411 1.046 1.327  0.20


- Among the records above, which one has the lowest DFT total energy?
  C20H28CuN4O3S2